Computed, not measured: one molecule with the formula C22H23N3O5S at a distorted geometry, with wB97M-V/def2-TZVPD.

**Energy relative to the best compared isomer or geometry (same formula, charge and spin)**: 21.8 kcal per mole
**HOMO-LUMO gap**: 0.312 hartree
**Spin multiplicity**: 1
**LUMO energy**: -0.48 eV
**Highest occupied orbital energy**: -8.97 eV
**Maximum force**: 1.1 eV Å⁻¹
**Charge**: 0
**Electronic energy**: -48731.3814 eV

CARTESIAN COORDINATES (ANGSTROEM)
1 C 0.16 0.28 -3.76
2 H -0.34 0.97 -3.08
3 H -0.51 -0.54 -3.99
4 H 0.40 0.81 -4.68
5 C 1.45 -0.24 -3.14
6 N 1.19 -0.84 -1.84
7 S 0.28 -2.24 -1.92
8 O 0.39 -2.88 -3.21
9 O 0.52 -3.03 -0.75
10 C -1.40 -1.63 -1.72
11 C -1.61 -0.56 -0.90
12 C -2.91 -0.16 -0.56
13 C -3.99 -0.87 -1.13
14 C -3.75 -1.96 -1.98
15 C -2.47 -2.35 -2.26
16 H -2.25 -3.19 -2.90
17 H -4.59 -2.49 -2.40
18 N -5.27 -0.49 -0.83
19 C -5.63 0.57 -0.02
20 O -6.80 0.82 0.17
21 C -4.51 1.30 0.55
22 C -3.22 0.94 0.31
23 C -2.14 1.77 0.94
24 O -2.12 2.98 0.86
25 N -1.22 1.03 1.62
26 C -0.02 1.47 2.19
27 C 1.00 0.55 2.37
28 C 2.23 0.93 2.91
29 C 2.42 2.26 3.28
30 C 1.41 3.18 3.10
31 C 0.19 2.80 2.56
32 H -0.59 3.53 2.41
33 H 1.56 4.21 3.38
34 H 3.36 2.58 3.69
35 C 3.28 -0.12 3.03
36 O 3.20 -1.16 2.41
37 C 4.43 0.18 3.95
38 H 5.03 -0.72 4.08
39 H 5.06 0.96 3.51
40 H 4.07 0.53 4.92
41 H 0.86 -0.49 2.09
42 H -1.33 0.02 1.60
43 H -4.74 2.14 1.18
44 H -6.03 -1.01 -1.24
45 H -0.74 -0.02 -0.54
46 C 2.29 -0.88 -0.90
47 C 3.50 -1.67 -1.39
48 H 4.23 -1.75 -0.59
49 H 3.97 -1.20 -2.25
50 H 3.18 -2.68 -1.67
51 H 1.91 -1.35 0.01
52 H 2.57 0.15 -0.67
53 H 1.90 -0.98 -3.81
54 H 2.15 0.58 -2.98

Computed, not measured: C14H25AsN3O2PtSSi as an isolated structure at a distorted geometry, with wB97M-V/def2-TZVPD.

**HOMO-LUMO gap (spin up / spin down)**: 0.208 / 0.199 hartree
**Spin multiplicity**: 1
**LUMO energy (spin up / spin down)**: 2.00 / 2.23 eV
**Highest occupied orbital energy (spin up / spin down)**: -3.67 / -3.18 eV
**Maximum force**: 3.0 eV Å⁻¹
**Charge**: -1
**Electronic energy**: -106287.8725 eV

CARTESIAN COORDINATES (ANGSTROEM)
1 Pt -0.13 0.40 -0.27
2 N 0.53 -1.66 0.82
3 N 0.69 -1.44 2.21
4 C 0.86 -0.11 2.73
5 O 1.25 -0.07 3.89
6 O 0.52 0.84 1.99
7 H -0.22 -2.34 0.66
8 H 1.38 -1.99 0.37
9 H 1.23 -2.12 2.72
10 C 1.97 -0.48 -3.05
11 Si 1.92 0.57 -1.42
12 C 3.52 -0.04 -0.51
13 C 2.38 2.38 -1.93
14 H 2.87 -0.23 -3.61
15 H 1.11 -0.31 -3.68
16 H 2.01 -1.55 -2.84
17 H 4.40 0.25 -1.08
18 H 3.56 -1.12 -0.39
19 H 3.61 0.40 0.48
20 H 3.32 2.38 -2.49
21 H 2.50 3.00 -1.05
22 H 1.62 2.83 -2.55
23 C -4.17 1.30 -1.29
24 As -2.99 0.04 -0.33
25 C -4.55 -1.16 0.04
26 C -2.73 0.45 1.60
27 S -1.91 -1.31 -1.61
28 H -4.84 1.76 -0.57
29 H -4.76 0.70 -1.99
30 H -3.62 2.06 -1.84
31 H -5.34 -0.58 0.53
32 H -4.27 -1.99 0.69
33 H -4.94 -1.58 -0.90
34 H -3.26 1.38 1.81
35 H -1.67 0.58 1.84
36 H -3.14 -0.35 2.20
37 N -2.91 6.97 -2.21
38 C -2.50 5.93 -1.93
39 C -2.03 4.66 -1.58
40 C -1.75 3.69 -2.56
41 C -1.34 2.43 -2.19
42 C -1.20 2.06 -0.83
43 C -1.40 3.08 0.12
44 C -1.82 4.33 -0.23
45 H -1.87 3.95 -3.60
46 H -1.16 1.69 -2.97
47 H -1.22 2.87 1.17
48 H -2.01 5.09 0.53

Computed, not measured: a 2-piece molecular cluster, CH2N2O2S overall at a distorted geometry, with wB97M-V/def2-TZVPD.

**Energy relative to the best compared isomer or geometry (same formula, charge and spin)**: 79.4 kcal per mole
**HOMO-LUMO gap (spin up / spin down)**: 0.251 / 0.347 hartree
**Spin multiplicity**: 3
**Expectation value of S²**: 2.014
**LUMO energy (spin up / spin down)**: 0.19 / -1.49 eV
**Highest occupied orbital energy (spin up / spin down)**: -6.65 / -10.92 eV
**Maximum force**: 2.8 eV Å⁻¹
**Charge**: 0
**Electronic energy**: -18972.5665 eV

CARTESIAN COORDINATES (ANGSTROEM)
1 C -0.09 -0.22 0.73
2 N 0.76 -0.61 -1.79
3 N 0.18 -1.25 -0.94
4 O -0.28 2.31 1.96
5 O -1.40 0.23 0.62
6 S -0.37 1.59 0.70
7 H 0.24 -1.00 1.42
8 H 0.96 -1.06 -2.68